--- 1 ---
This record from OMol25 describes an isolated molecule of C2H2O4. The level of theory is ωB97M-V with the def2-TZVPD basis set.

```
! wB97M-V def2-TZVPD RIJCOSX def2/J DEFGRID3
* xyz 0 1
O 1.3429 -0.7868 -1.1846
C 0.8356 0.0493 -0.3097
O 1.3130 0.8457 0.7003
C -0.6975 -0.1271 0.2061
O -1.1910 -0.1266 1.3237
O -1.5787 -0.4023 -0.9645
H 2.3907 1.0835 0.5014
H -2.4150 -0.5357 -0.2725
*
```

Results
Molecular weight ... 90.03 g mol⁻¹
SMILES ... O=C(O)C(=O)O
Gap between HOMO and LUMO ... 10.49 eV

Here are the natural (NBO) charges for atoms 1 to 4, given in e:
1. O -0.5209
2. C 0.6965
3. O -0.6430
4. C 0.6824

--- 2 ---
This record from OMol25 describes a cluster of 2 separate species, C2H2O4 in total. The level of theory is ωB97M-V with the def2-TZVPD basis set.

```
! wB97M-V def2-TZVPD RIJCOSX def2/J DEFGRID3
* xyz 0 1
C -2.5951 0.0936 -0.1244
C -0.4191 0.6456 0.0479
O -2.8611 0.2017 -1.2439
O -2.6276 -0.0299 1.0268
O -0.3038 0.6853 1.3503
O 0.2283 -0.3963 -0.4037
H 0.0990 -0.1435 1.6955
H -0.0875 -0.6265 -1.2647
*
```

Results
Molecular weight ... 90.03 g mol⁻¹
Gap between HOMO and LUMO ... 10.43 eV

Here are the natural (NBO) charges for atoms 1 to 4, given in e:
1. C 0.9775
2. C 0.4221
3. O -0.5243
4. O -0.5218

Relative energies, kcal/mol: 1 10.0; 2 0.0.

--- 1 ---
This record from OMol25 describes a cluster of 2 separate species, C4H13N3O in total. The level of theory is ωB97M-V with the def2-TZVPD basis set.

```
! wB97M-V def2-TZVPD RIJCOSX def2/J DEFGRID3
* xyz 0 1
C 1.8885 2.5485 0.0259
N 0.6309 1.7311 0.0773
C -0.3907 2.0289 0.7925
N -1.4585 1.2154 0.9140
H 2.3040 2.5728 -0.9879
H 2.6257 2.0894 0.6856
H 1.7302 3.5700 0.4145
H -0.4273 3.0196 1.2516
H -1.3392 0.3418 0.3926
H -2.3605 1.6456 1.1025
N -1.5369 -1.5136 0.0532
C -0.5111 -2.5037 -0.1684
C 0.5472 -1.8888 -1.0368
O 1.3674 -1.0080 -0.3063
H -2.1814 -1.4829 -0.7605
H -2.1072 -1.7784 0.8726
H -0.8974 -3.4523 -0.6556
H -0.0839 -2.7032 0.8232
H 0.0849 -1.5008 -1.9606
H 1.1275 -2.7464 -1.3860
H 0.9877 -0.1851 -0.1435
*
```

Results
Molecular weight ... 119.17 g mol⁻¹
SMILES ... C/N=C/N.NCCO
Gap between HOMO and LUMO ... 9.71 eV

Here are the natural (NBO) charges for atoms 1 to 4, given in e:
1. C -0.4202
2. N -0.5702
3. C 0.2938
4. N -0.8374

--- 2 ---
This record from OMol25 describes a cluster of 2 separate species, C4H13N3O in total. The level of theory is ωB97M-V with the def2-TZVPD basis set.

```
! wB97M-V def2-TZVPD RIJCOSX def2/J DEFGRID3
* xyz 0 1
C -1.5072 -0.0317 0.0634
C 0.7756 0.8587 0.8823
C -0.2891 0.9151 -0.0499
C 3.1030 -0.4783 -0.7306
N -2.5144 0.6328 0.8750
N -1.1377 -1.3520 0.5905
N -2.1431 -0.2695 -1.2312
O 1.7516 -0.2714 -0.3902
H -2.1819 0.8144 1.8151
H -3.3523 0.0622 0.9063
H -0.2124 -1.6324 0.2794
H -1.1591 -1.3631 1.6009
H -1.5980 -0.9289 -1.7723
H -2.2314 0.5955 -1.7525
H 0.7833 0.1441 1.6960
H 1.4573 1.6972 0.9667
H 0.5574 0.3538 -0.8371
H -0.5273 1.9042 -0.4346
H 3.5971 0.4475 -1.0618
H 3.1680 -1.2170 -1.5398
H 3.6607 -0.8810 0.1245
*
```

Results
Molecular weight ... 119.17 g mol⁻¹
Gap between HOMO and LUMO ... 9.68 eV

Here are the natural (NBO) charges for atoms 1 to 4, given in e:
1. C 0.4041
2. C -0.0048
3. C -0.6175
4. C -0.2460

Relative energies, kcal/mol: 1 0.0; 2 57.4.

--- 1 ---
This record from OMol25 describes a cluster of 2 separate species, C4H13N3O in total. The level of theory is ωB97M-V with the def2-TZVPD basis set.

```
! wB97M-V def2-TZVPD RIJCOSX def2/J DEFGRID3
* xyz 0 1
N -1.8635 -1.3643 0.0297
C -2.5511 -0.1965 -0.1047
N -2.0744 0.9708 -0.2159
C -0.6534 1.2291 -0.1014
C 0.3039 0.6376 -1.1750
C 1.7085 0.3779 -0.5788
N 2.6540 1.4783 -0.6732
H -2.3091 -2.2510 0.1723
H -0.9068 -1.3330 0.3424
H -3.6353 -0.2613 -0.1046
H -0.5237 2.3059 -0.1180
H -0.3083 0.7912 0.8392
H 0.4265 1.2566 -2.0616
H -0.0433 -0.3410 -1.5118
H 2.1940 -0.4556 -1.0919
H 1.6101 -0.0045 0.4349
H 2.2180 2.3400 -0.3614
H 3.0431 1.5881 -1.5964
O 0.3209 -1.9560 2.3774
H -0.2749 -1.9521 3.1357
H 0.6649 -2.8600 2.3630
*
```

Results
Molecular weight ... 119.17 g mol⁻¹
SMILES ... N/C=N\CCCN.O
Gap between HOMO and LUMO ... 9.06 eV

Here are the natural (NBO) charges for atoms 1 to 4, given in e:
1. N -0.8438
2. C 0.2759
3. N -0.4991
4. C -0.2562

--- 2 ---
This record from OMol25 describes a cluster of 3 separate species, C4H13N3O in total. The level of theory is ωB97M-V with the def2-TZVPD basis set.

```
! wB97M-V def2-TZVPD RIJCOSX def2/J DEFGRID3
* xyz 0 1
C 1.4921 -0.2821 -0.3863
C -0.4182 0.5754 0.5746
C -0.5581 -0.7895 0.4828
C -3.2662 0.7059 0.3642
N 2.1394 0.9680 -0.5232
N 1.2346 -0.7921 -1.6756
N 2.1749 -1.1719 0.5044
O -2.2727 0.4661 1.3046
H 2.4181 1.4013 0.3457
H 1.6895 1.6169 -1.1572
H 2.0034 -0.6653 -2.3291
H 0.8972 -1.7447 -1.6710
H 3.1694 -1.2482 0.2905
H 2.0343 -0.9560 1.4840
H -0.6159 1.2063 -0.2820
H 0.0235 1.0169 1.4582
H -1.0748 -1.2326 -0.3579
H -0.3639 -1.4157 1.3418
H -3.7610 1.6789 0.5298
H -4.0526 -0.0666 0.3850
H -2.8929 0.7291 -0.6833
*
```

Results
Molecular weight ... 119.17 g mol⁻¹
Gap between HOMO and LUMO ... 7.45 eV

Here are the natural (NBO) charges for atoms 1 to 4, given in e:
1. C 0.5136
2. C -0.1531
3. C -0.2669
4. C -0.2429

--- 3 ---
This record from OMol25 describes a cluster of 3 separate species, C4H13N3O in total. The level of theory is ωB97M-V with the def2-TZVPD basis set.

```
! wB97M-V def2-TZVPD RIJCOSX def2/J DEFGRID3
* xyz 0 1
H 1.4933 -1.5775 -1.4229
N 1.1069 -0.6527 -1.2804
C 1.6730 0.0362 -0.3560
C 2.8037 -0.4369 0.5210
N 1.2185 1.2872 -0.1057
H 3.4813 0.3873 0.7355
H 2.4030 -0.8090 1.4628
H 3.3585 -1.2406 0.0417
H 0.3543 1.5422 -0.5616
H 1.3660 1.6757 0.8150
C -1.3818 -0.4289 1.3200
C -1.7068 0.8030 1.6972
H -0.4900 -0.9169 1.6798
H -2.0611 -1.0639 0.7707
H -2.6177 1.2681 1.3756
H -1.0553 1.4351 2.2850
N -2.4306 -0.5926 -1.7213
O -1.3422 0.3191 -1.5457
H -2.4984 -0.8008 -2.7317
H -3.2472 -0.0502 -1.4304
H -0.4274 -0.1836 -1.5488
*
```

Results
Molecular weight ... 119.17 g mol⁻¹
SMILES ... [H]/N=C(\C)N.C=C.NO
Gap between HOMO and LUMO ... 9.12 eV

Here are the natural (NBO) charges for atoms 1 to 4, given in e:
1. H 0.3596
2. N -0.7694
3. C 0.4892
4. C -0.6860

--- 4 ---
This record from OMol25 describes a structure of composition C4H13N3O. The level of theory is ωB97M-V with the def2-TZVPD basis set.

```
! wB97M-V def2-TZVPD RIJCOSX def2/J DEFGRID3
* xyz 0 1
C -0.1443 -0.1989 0.7391
C 0.3174 -0.9293 -0.4114
C -0.0940 1.2994 0.7874
C -2.5441 0.0686 -0.8319
N -1.5742 -0.7909 -0.1918
N 2.1211 -0.4638 0.1923
N 2.5767 0.5087 -0.7560
O -0.1011 -0.8772 1.9106
H 0.2326 -0.2986 2.6077
H -1.9540 -1.6479 0.1948
H 2.6785 -1.3191 0.1264
H 2.8784 0.0989 -1.6403
H 3.3711 1.0191 -0.3780
H 0.4184 -0.3885 -1.3436
H 0.4022 -2.0047 -0.3467
H -0.9822 1.6868 1.2873
H 0.8122 1.5957 1.3154
H -0.0269 1.7150 -0.2138
H -2.0199 0.8811 -1.3418
H -3.2443 0.5157 -0.1155
H -3.1235 -0.4699 -1.5902
*
```

Results
Molecular weight ... 119.17 g mol⁻¹
Gap between HOMO and LUMO ... 8.03 eV

Here are the natural (NBO) charges for atoms 1 to 4, given in e:
1. C 0.5179
2. C -0.1944
3. C -0.6880
4. C -0.4145

Relative energies, kcal/mol: 1 0.0; 2 99.0; 3 42.3; 4 102.2.